Record 1
A structure of composition C31H32ClMoN2O7STe at a distorted geometry. Source: the OMol25 dataset; level of theory: ωB97M-V/def2-TZVPD.

Structure (XYZ):
```
76
Properties=species:S:1:pos:R:3:lowdin_charge:R:1
Mo -0.3166 -0.1418 1.1408 1.698
C 2.3115 -0.5965 -4.5531 -0.049
C 2.4665 -0.5807 -3.0317 -0.368
C 3.0952 0.7301 -2.5527 -0.038
C 1.1466 -0.8164 -2.3380 -0.180
C 0.0340 0.0004 -2.5873 0.013
C -1.1745 -0.2299 -1.9694 -0.034
C -1.3392 -1.2808 -1.0449 -0.345
C -2.7197 -1.7346 -0.6434 -0.032
C -0.2084 -2.0525 -0.7490 -0.105
C 1.0012 -1.8395 -1.4237 -0.040
H 3.2830 -0.4694 -5.0310 0.087
H 1.6684 0.2204 -4.8878 0.075
H 1.8790 -1.5350 -4.9007 0.088
H 3.1308 -1.4011 -2.7453 0.136
H 2.4954 1.5792 -2.8856 0.061
H 4.0967 0.8448 -2.9681 0.091
H 3.1646 0.7598 -1.4640 0.073
H 0.1118 0.8095 -3.3035 0.110
H -2.0327 0.3721 -2.2383 0.110
H -3.3800 -0.8944 -0.4364 0.078
H -2.6895 -2.3915 0.2247 0.077
H -3.1550 -2.3025 -1.4678 0.102
H -0.3091 -2.9041 -0.0837 0.125
H 1.8312 -2.5095 -1.2423 0.119
Cl -6.8093 0.5676 4.7403 0.718
C -5.4364 0.5453 3.7000 -0.659
C -5.3122 1.5287 2.7037 -0.044
C -4.2345 1.5464 1.8515 0.024
C -3.2200 0.5849 1.9727 -0.311
O -2.2056 0.6114 1.1384 -0.411
C -3.3612 -0.4051 2.9628 -0.125
C -2.4263 -1.4610 3.0071 -0.108
O -1.3926 -1.5650 2.3109 -0.163
C -4.4775 -0.4187 3.8234 -0.031
H -6.0864 2.2792 2.6163 0.121
H -4.1471 2.3053 1.0857 0.117
H -2.6297 -2.2930 3.6907 0.157
H -4.5619 -1.1971 4.5713 0.128
N 4.5062 -4.0408 5.1204 0.185
C 4.3219 -4.1190 3.7801 -0.494
O 4.9242 -4.8766 3.0526 0.093
C 3.2190 -3.2569 3.2186 -0.101
C 2.0649 -2.9291 3.9115 0.023
C 1.0939 -2.1728 3.2845 -0.092
N 1.2155 -1.7133 2.0344 -0.030
C 2.3591 -1.9941 1.3905 -0.112
C 3.3556 -2.7801 1.9256 0.046
H 5.2685 -4.5706 5.5111 0.122
H 4.1491 -3.2665 5.6517 0.106
H 1.8954 -3.2667 4.9247 0.123
H 0.1955 -1.9113 3.8167 0.109
H 2.4894 -1.5369 0.4263 0.088
H 4.2431 -3.0069 1.3524 0.136
C -2.1475 2.8951 -1.1596 -0.376
Te -0.6838 2.7137 0.3885 1.642
C 0.6517 3.5091 -1.0733 -0.338
C -0.0415 3.3993 -2.4052 -0.294
C 0.6559 3.5944 -3.5940 -0.049
C 0.0247 3.4292 -4.8167 -0.070
C -1.3175 3.0762 -4.8612 -0.067
C -2.0261 2.9101 -3.6817 -0.042
C -1.3964 3.0722 -2.4518 -0.309
H -2.7427 3.7778 -0.9190 0.069
H -2.8069 2.0281 -1.1495 0.045
H 1.5922 2.9627 -1.0219 0.055
H 0.8486 4.5448 -0.7926 0.079
H 1.7025 3.8718 -3.5591 0.122
H 0.5785 3.5737 -5.7350 0.111
H -1.8125 2.9399 -5.8134 0.110
H -3.0786 2.6529 -3.7161 0.121
O 1.8498 2.7164 1.7559 -0.341
S 1.8266 1.3124 2.0519 0.340
O 0.4580 0.9191 2.6887 -0.496
O 1.5621 0.5356 0.7002 -0.549
O 2.9107 0.7422 2.7710 -0.230
```

Total charge: +1
2S+1: 3
Maximum force (eV/Å): 1.2
LUMO (spin up / spin down) (eV): -4.16 / -4.44
Calculated total energy (eV): -82482.2217
HOMO (spin up / spin down) (eV): -11.3055 / -11.3925
Energy above the lowest of the compared OMol25 structures with the same formula, charge and spin (kJ/mol): 69.6
<S²>: 2.055

Record 2
A cluster of 2 separate species, C31H32F3NP in total at a distorted geometry. Source: the OMol25 dataset; level of theory: ωB97M-V/def2-TZVPD.

Structure (XYZ):
```
68
Properties=species:S:1:pos:R:3:lowdin_charge:R:1
C 4.2246 0.6085 1.2994 -0.008
N 4.4101 -0.5141 0.3805 -0.117
C 5.7864 -1.0034 0.2446 -0.004
C 3.4636 -0.7602 -0.5828 0.084
C 3.5493 -1.7830 -1.5623 -0.190
C 4.0270 -3.0827 -1.2628 0.007
C 4.0947 -4.0467 -2.2354 0.021
C 3.7251 -3.7581 -3.5419 -0.074
C 3.8685 -4.8048 -4.6307 -0.555
F 2.9313 -4.5824 -5.5754 0.152
F 5.1021 -4.6926 -5.1646 0.164
F 3.7050 -6.0301 -4.0906 0.152
C 3.2676 -2.4886 -3.8619 0.019
C 3.1525 -1.5260 -2.8954 0.023
H 5.0874 0.7230 1.9539 0.100
H 4.0908 1.5259 0.7284 0.110
H 3.3403 0.4432 1.9123 0.100
H 6.4928 -0.3008 0.6826 0.103
H 5.9021 -1.9659 0.7365 0.101
H 6.0361 -1.1159 -0.8088 0.109
H 2.6908 -0.0140 -0.6825 0.134
H 4.2824 -3.3164 -0.2450 0.120
H 4.4236 -5.0446 -1.9964 0.134
H 3.0125 -2.2710 -4.8855 0.135
H 2.8040 -0.5400 -3.1445 0.127
C -4.0632 2.3422 -4.1057 -0.051
C -3.2002 1.9119 -2.9717 -0.282
C -1.9374 2.4649 -2.8112 -0.039
C -1.1512 2.1141 -1.7279 -0.121
C -1.6169 1.2045 -0.8067 -0.431
P -0.5483 0.8823 0.6092 1.061
C -1.0471 2.2610 1.6585 -0.428
C -0.3985 2.3749 2.8664 -0.120
C -0.7630 3.3701 3.7559 -0.038
C -1.7878 4.2522 3.4424 -0.281
C -2.2177 5.2774 4.4325 -0.051
C -2.4211 4.1367 2.2122 -0.022
C -2.0554 3.1390 1.3285 -0.068
C -1.5118 -0.4259 1.3906 -0.430
C -1.3141 -1.6995 0.9100 -0.120
C -2.0599 -2.7512 1.4126 -0.039
C -3.0162 -2.5293 2.3938 -0.281
C -3.8558 -3.6562 2.8847 -0.051
C -3.1936 -1.2410 2.8804 -0.022
C -2.4481 -0.1935 2.3735 -0.070
C -2.8622 0.6377 -0.9613 -0.069
C -3.6501 0.9827 -2.0433 -0.023
H -5.0130 1.8053 -4.1102 0.079
H -4.2858 3.4094 -4.0431 0.088
H -3.5685 2.1572 -5.0599 0.085
H -1.5726 3.1709 -3.5385 0.114
H -0.1823 2.5651 -1.5823 0.096
H 0.3757 1.6676 3.1195 0.094
H -0.2523 3.4666 4.6994 0.114
H -3.0145 5.9073 4.0339 0.079
H -2.5919 4.8063 5.3439 0.088
H -1.3835 5.9243 4.7066 0.085
H -3.1988 4.8351 1.9511 0.113
H -2.5691 3.0380 0.3885 0.102
H -0.5913 -1.8625 0.1260 0.092
H -1.9018 -3.7511 1.0445 0.113
H -4.5428 -3.3304 3.6672 0.079
H -4.4529 -4.0797 2.0744 0.088
H -3.2331 -4.4520 3.2949 0.085
H -3.9161 -1.0661 3.6602 0.113
H -2.6098 0.8069 2.7356 0.104
H -3.2281 -0.0626 -0.2308 0.103
H -4.6185 0.5300 -2.1762 0.113
```

Total charge: +1
2S+1: 1
Maximum force (eV/Å): 4.1
LUMO (eV): -5.00
Calculated total energy (eV): -51591.6694
HOMO (eV): -10.1262

Record 3
A structure of composition C31H32F4N2O3PdS2 at a distorted geometry. Source: the OMol25 dataset; level of theory: ωB97M-V/def2-TZVPD.

Structure (XYZ):
```
75
Properties=species:S:1:pos:R:3:lowdin_charge:R:1
Pd -0.5535 0.1313 0.4691 0.347
C 1.3076 -1.9478 -1.1076 -0.080
C 0.7708 -1.7793 -2.5354 -0.371
C 1.1119 -0.3851 -3.0786 -0.077
C -0.7037 -2.1459 -2.5205 -0.145
C -1.0548 -3.4321 -2.9150 -0.073
C -2.3543 -3.9026 -2.8017 -0.120
C -3.3135 -3.0831 -2.2255 -0.068
C -3.0108 -1.7907 -1.8200 -0.148
C -4.0453 -0.9768 -1.0652 -0.366
C -4.3143 -1.6235 0.2980 -0.061
C -5.3420 -0.8005 -1.8585 -0.073
C -1.7019 -1.2816 -2.0096 -0.202
N -1.3899 0.0273 -1.6613 0.000
C -1.9194 1.0262 -2.3772 -0.264
C -2.6022 0.8500 -3.6173 -0.046
C -3.0738 1.9119 -4.3724 -0.150
C -2.8966 3.2248 -3.9630 -0.164
C -2.2248 3.4469 -2.7572 -0.063
C -1.7681 2.3944 -2.0073 -0.224
F -1.1179 2.6878 -0.8536 0.020
H 2.3483 -1.6254 -1.0193 0.069
H 1.2296 -2.9866 -0.7781 0.076
H 0.6876 -1.3369 -0.4254 0.022
H 1.2714 -2.5057 -3.1878 0.112
H 0.9010 0.3743 -2.3289 0.051
H 0.5283 -0.1493 -3.9720 0.075
H 2.1765 -0.3427 -3.3330 0.066
H -0.2862 -4.0868 -3.3170 0.095
H -2.6090 -4.9054 -3.1272 0.079
H -4.3167 -3.4700 -2.0734 0.097
H -3.6247 0.0068 -0.8638 0.120
H -4.7279 -2.6305 0.1785 0.068
H -5.0192 -1.0191 0.8740 0.076
H -3.3897 -1.6853 0.8736 0.064
H -5.8307 -1.7649 -2.0303 0.060
H -5.1459 -0.3354 -2.8264 0.064
H -6.0405 -0.1633 -1.3097 0.071
H -2.7466 -0.1639 -3.9684 0.102
H -3.5890 1.7055 -5.3062 0.082
H -3.2653 4.0529 -4.5557 0.069
H -2.0565 4.4549 -2.3966 0.101
F -0.9376 -0.3697 5.1474 0.066
C -1.9394 0.2376 4.4596 -0.629
F -2.0735 1.4653 5.0129 0.076
F -3.0701 -0.4326 4.7791 0.078
S -1.5527 0.2654 2.6045 0.381
O -0.4173 1.1943 2.7256 -0.411
O -2.8117 0.7875 2.1070 -0.334
O -1.3004 -1.1758 2.4904 -0.372
N 1.8337 -0.7828 2.1503 -0.303
S 2.2306 0.4856 2.9794 0.995
C 3.9087 0.1026 3.6042 -0.391
C 4.7528 -0.6897 2.8381 -0.082
C 5.9509 -1.1297 3.3720 -0.090
C 6.2994 -0.8002 4.6804 -0.114
C 5.4523 -0.0122 5.4433 -0.106
C 4.2527 0.4409 4.9019 -0.100
C 2.7438 1.6947 1.7203 -0.345
C 1.9356 1.8253 0.6016 -0.075
C 2.3007 2.7191 -0.3951 -0.070
C 3.4611 3.4738 -0.2806 -0.107
C 4.2466 3.3619 0.8580 -0.112
C 3.8815 2.4792 1.8664 -0.099
H 0.9243 -1.0999 2.4846 -0.045
H 4.4337 -0.9651 1.8397 0.109
H 6.6166 -1.7400 2.7733 0.095
H 7.2263 -1.1699 5.1025 0.089
H 5.7207 0.2416 6.4619 0.092
H 3.5799 1.0574 5.4876 0.105
H 0.9925 1.2446 0.4841 0.033
H 1.6638 2.8184 -1.2660 0.101
H 3.7489 4.1503 -1.0774 0.090
H 5.1549 3.9452 0.9586 0.088
H 4.4924 2.4027 2.7572 0.096
```

Total charge: -2
2S+1: 1
Maximum force (eV/Å): 1.6
LUMO (eV): 4.11
Calculated total energy (eV): -77808.5378
HOMO (eV): -0.6859
Energy above the lowest of the compared OMol25 structures with the same formula, charge and spin (kJ/mol): 38.1

> Which of these has the lowest calculated total energy?

C31H32ClMoN2O7STe